{
  "formula": "C3H10NS",
  "method": "ωB97M-V/def2-TZVPD",
  "species": ["H", "C", "H", "H", "H", "H", "H", "N", "H", "H", "S", "H", "C", "C", "H"],
  "xyz": [[-4.833757, -0.412092, 3.300928], [-5.051543, -0.797080, 2.313756], [0.711361, -0.223848, -1.137668], [1.519045, -1.243596, 0.087631], [1.687958, 0.423690, 0.279896], [-6.139527, -0.903459, 2.336523], [2.520611, 1.878630, -1.831830], [2.893655, -0.198112, -1.224030], [3.682838, 1.667766, -0.688566], [-4.560925, -1.745192, 2.095607], [-4.480922, 0.215434, 0.878774], [2.913898, -0.723470, -2.105675], [1.629793, -0.313372, -0.515807], [3.304378, 1.165986, -1.598637], [4.203137, 1.208715, -2.190902]],
  "atomic_forces_ev_per_a": [[0.662, 0.156, 0.256], [-0.130, 0.053, -0.991], [0.502, 0.313, 0.414], [0.401, 0.203, -0.833], [-0.518, 0.480, -0.107], [-0.061, -0.270, -0.325], [-0.417, -0.178, -1.099], [0.717, -0.203, -1.657], [-0.034, -0.326, 0.196], [-0.307, -0.308, 0.776], [-0.146, 0.368, 0.275], [-0.349, -0.063, 0.742], [-0.266, -0.336, 0.501], [0.121, 0.436, 2.776], [-0.176, -0.324, -0.924]],
  "e_above_lowest_kj_mol": 175.3,
  "charge": -1,
  "total_energy_ha": -573.215343
}

---

{
  "formula": "C3H10NS",
  "method": "ωB97M-V/def2-TZVPD",
  "species": ["H", "H", "H", "N", "C", "H", "H", "S", "H", "H", "H", "C", "H", "H", "C"],
  "xyz": [[0.919428, -1.314331, 1.945587], [0.390235, -0.783666, -0.482452], [1.324629, 1.441637, 0.061850], [0.023725, -0.912092, 1.683056], [1.187421, 1.957005, -0.861838], [-1.726068, 0.143825, -0.496159], [1.254499, 3.016242, -0.603311], [2.600178, 1.523193, -1.867221], [0.135953, 0.090995, 1.796677], [-2.384512, -1.058176, 0.738053], [-0.027742, -2.287047, 0.112442], [-0.249464, -1.230877, 0.290146], [-2.006082, -1.550397, -0.873801], [0.253315, 1.825541, -1.363365], [-1.695513, -0.861851, -0.079665]],
  "atomic_forces_ev_per_a": [[-0.099, 0.043, 0.099], [0.266, 0.479, 0.333], [-0.407, -0.542, 0.709], [0.711, 0.139, -0.093], [0.823, 0.858, -0.385], [-0.359, 0.119, 0.365], [0.182, 0.107, -0.046], [-0.013, 0.064, -0.158], [-0.147, -0.009, 0.068], [0.057, 0.444, 0.172], [-0.477, -0.147, 0.431], [-0.436, -0.236, -0.634], [-0.055, 0.260, -0.129], [-0.589, -0.468, -0.108], [0.543, -1.109, -0.624]],
  "multiplicity": 2,
  "e_above_lowest_kj_mol": 31.8,
  "charge": 0,
  "s_squared": 0.753,
  "total_energy_ha": -573.171199
}